No. 1
Density functional theory data (ωB97M-V with the def2-TZVPD basis set) for a molecular structure, C3H10N3O in a non-equilibrium geometry.

Frontier orbital gap in Eh: 0.37845
Energy relative to the best compared isomer or geometry (same formula, charge and spin) in kJ/mol: 425.5

ORCA input file:
```
! wB97M-V def2-TZVPD RIJCOSX def2/J DEFGRID3
* xyz 1 1
C -0.2780 1.4757 0.8587
C 0.3547 -1.5189 0.6524
C -0.0182 -0.5702 -0.4257
N -1.4476 -0.5018 -0.6599
N 0.3809 0.7959 -0.1003
N 1.6751 1.1483 -0.6451
O -1.4725 1.3104 1.2046
H 0.1693 2.2697 1.3455
H 0.0138 -1.2962 1.6519
H 1.4862 -1.5118 0.7340
H 0.2251 -2.6788 0.6380
H 0.5481 -0.8643 -1.6243
H -1.5231 -0.1027 -1.6204
H -1.7728 0.4765 0.5155
H 1.6370 0.9109 -1.6562
H 1.9700 2.0506 -0.3013
H -1.9480 -1.3934 -0.5673
*
```

Let us look at the natural (NBO) charges, expressed in e, one per atom:
1. C 0.53
2. C -0.72
3. C 0.14
4. N -0.85
5. N -0.25
6. N -0.63
7. O -0.56
8. H 0.20
9. H 0.24
10. H 0.26
11. H 0.28
12. H 0.21
13. H 0.41
14. H 0.50
15. H 0.40
16. H 0.40
17. H 0.43



No. 2
Density functional theory data (ωB97M-V with the def2-TZVPD basis set) for 2 unconnected molecules or ions with the total composition C3H10N3O in a non-equilibrium geometry.

Frontier orbital gap in Eh: 0.31209
Energy relative to the best compared isomer or geometry (same formula, charge and spin) in kJ/mol: 172.1

ORCA input file:
```
! wB97M-V def2-TZVPD RIJCOSX def2/J DEFGRID3
* xyz 1 1
C -1.4020 2.0812 -1.3898
C -1.9314 0.8361 0.6447
N -1.1906 1.6761 -0.0166
H -0.5131 1.7137 -1.8934
H -1.4763 3.1692 -1.3863
H -2.2742 1.5997 -1.7898
H -2.7860 0.3433 0.1615
H -1.7287 0.6033 1.6755
H -0.3203 1.9693 0.4024
N 0.4221 -2.1757 0.7273
C 1.1183 -1.1595 0.0797
N 2.1652 -0.6795 0.9070
O 0.8921 -0.6783 -1.0262
H 0.4604 -2.1274 1.7447
H -0.4737 -2.4611 0.2984
H 2.6536 -1.4469 1.3622
H 2.8356 -0.2300 0.3025
*
```

Let us look at the natural (NBO) charges, expressed in e, one per atom:
1. C -0.43
2. C 0.13
3. N -0.36
4. H 0.27
5. H 0.25
6. H 0.23
7. H 0.23
8. H 0.23
9. H 0.45
10. N -0.85
11. C 0.78
12. N -0.86
13. O -0.66
14. H 0.40
15. H 0.41
16. H 0.39
17. H 0.40



No. 3
Density functional theory data (ωB97M-V with the def2-TZVPD basis set) for 2 unconnected molecules or ions with the total composition C3H10N3O3 in a non-equilibrium geometry.

Frontier orbital gap in Eh: 0.38182
Energy relative to the best compared isomer or geometry (same formula, charge and spin) in kJ/mol: 386.7

ORCA input file:
```
! wB97M-V def2-TZVPD RIJCOSX def2/J DEFGRID3
* xyz 1 1
C -0.6207 -1.6623 0.3399
C 0.6017 0.1524 1.6925
C -0.4563 -0.1988 0.6830
N -1.0688 0.7968 0.2011
N 0.2045 0.0213 -2.8181
N 0.3349 1.4351 2.2973
O -0.9784 -0.0424 -2.7555
O 0.7724 0.1964 -4.0415
O 0.9595 -0.0424 -1.8455
H -0.8510 -1.7484 -0.7379
H 0.4123 -2.1089 0.5198
H -1.3791 -2.1084 0.9308
H 0.5648 -0.7468 2.3651
H 1.5379 0.0859 1.2351
H -0.7083 1.6146 0.4654
H -1.8561 0.5655 -0.3665
H 1.1216 2.0217 2.8068
H -0.2884 1.5395 3.0181
H 1.6975 0.2292 -3.9900
*
```

Let us look at the natural (NBO) charges, expressed in e, one per atom:
1. C -0.70
2. C -0.31
3. C 0.54
4. N -0.61
5. N 0.74
6. N -0.88
7. O -0.33
8. O -0.47
9. O -0.43
10. H 0.26
11. H 0.26
12. H 0.27
13. H 0.22
14. H 0.26
15. H 0.44
16. H 0.44
17. H 0.41
18. H 0.39
19. H 0.51



No. 4
Density functional theory data (ωB97M-V with the def2-TZVPD basis set) for 2 unconnected molecules or ions with the total composition C3H10N3S in a non-equilibrium geometry.

Frontier orbital gap (spin up / spin down) in Eh: 0.25284 / 0.25270
Energy relative to the best compared isomer or geometry (same formula, charge and spin) in kJ/mol: 476.7

ORCA input file:
```
! wB97M-V def2-TZVPD RIJCOSX def2/J DEFGRID3
* xyz 1 1
C 1.5239 0.3312 0.2163
C -2.0430 -0.7143 -1.2813
C -1.4130 -0.9158 0.0915
N 2.2577 -0.1337 -0.8567
N -1.0004 0.1844 0.8728
N 2.2924 0.7615 1.2006
S -1.5266 1.6577 0.8657
H -1.4077 -0.2159 -1.9092
H -2.1247 -1.5876 -1.7989
H -3.0231 -0.1079 -1.2499
H -2.1521 -1.2793 0.7585
H -0.5543 -1.6685 0.1721
H 1.9443 -0.1571 -1.7680
H 3.2082 0.0582 -0.6167
H 3.2696 0.8469 1.0673
H 1.8791 0.9541 2.0780
H -1.1304 1.9863 2.1578
*
```

Let us look at the natural (NBO) charges, expressed in e, one per atom:
1. C 0.32
2. C -0.64
3. C -0.27
4. N -0.79
5. N -0.42
6. N -0.78
7. S 0.66
8. H 0.22
9. H 0.25
10. H 0.23
11. H 0.27
12. H 0.26
13. H 0.41
14. H 0.36
15. H 0.38
16. H 0.41
17. H 0.13



- Look up the energy relative to the best compared isomer or geometry (same formula, charge and spin) of the second one.
  172.1 kJ/mol



- Number 2 is which compound?
  C3H10N3O